Entry from the OMol25 dataset: a structure of composition C20H22BrClKN5O6Te (ωB97M-V/def2-TZVPD).

Atoms and positions in Å:
K -0.70930 -0.62764 -0.13212
Br 0.62041 -3.09847 -2.36406
C 0.18607 -2.43249 -4.10036
C 0.31757 -3.31233 -5.13705
C 0.02846 -2.88096 -6.44962
C -0.37201 -1.59571 -6.66746
C -0.50850 -0.67854 -5.59403
C -0.92197 0.65253 -5.83222
C -1.05418 1.51134 -4.77720
C -0.78297 1.08026 -3.45882
C -0.36650 -0.19804 -3.11644
C -0.23475 -1.07602 -4.24587
H 0.64108 -4.32711 -4.94929
H 0.12834 -3.57783 -7.27449
H -0.59525 -1.25110 -7.67332
H -1.13522 0.96443 -6.85048
H -1.38176 2.53315 -4.95439
H -0.93468 1.81791 -2.67073
N -0.19257 2.43014 1.66544
N -0.04123 2.15373 3.04204
C 0.24626 0.81133 3.35552
N 0.28606 0.60611 4.73277
N 0.36042 -0.06036 2.43737
N 0.59722 -1.41237 2.88020
O 1.61151 -1.49457 3.67715
O 1.04454 -2.06748 1.47729
H -0.00286 3.41083 1.52278
H -1.12938 2.21146 1.33330
H -0.83727 2.44814 3.59996
H 0.71950 1.39058 5.19921
H 0.79358 -0.26127 4.90666
O -3.39034 -0.41245 0.00668
Cl -3.82059 0.92758 0.34376
O -4.19764 0.98345 1.73636
O -4.93319 1.30977 -0.48624
O -2.70292 1.83486 0.11134
C 5.44040 -6.57197 4.42130
C 4.84658 -5.43410 3.63162
C 3.96216 -5.66702 2.59158
C 3.41144 -4.62231 1.84800
C 2.42864 -4.95161 0.75704
C 3.75370 -3.30240 2.16652
Te 2.90842 -1.70142 1.05341
C 4.62852 -3.04890 3.23365
C 4.95718 -1.64480 3.66302
C 5.16689 -4.11819 3.94015
H 5.08451 -7.53337 4.04909
H 5.17454 -6.50081 5.47859
H 6.53163 -6.56930 4.35916
H 3.68699 -6.68883 2.34732
H 2.34315 -6.03204 0.62661
H 2.72327 -4.49962 -0.19119
H 1.44614 -4.54389 1.00088
H 4.01872 -1.10697 3.82376
H 5.51865 -1.10354 2.89902
H 5.54764 -1.65540 4.58140
H 5.84146 -3.91576 4.76802

relative energy (zero: lowest compared OMol25 entry of this formula, charge and spin): 20.5 kcal/mol
total charge: -2
frontier orbital gap: 5.689 eV
energy: -5402.38198 Eh